Density functional theory data (ωB97M-V/def2-TZVPD) for 3 unconnected molecules or ions with the total composition C3H11N3O at a distorted geometry.

```
18
Properties=species:S:1:pos:R:3:mulliken_charge:R:1
C -0.11970 -0.90515 0.77645 0.2222
C -0.38828 -0.58587 -1.32791 -1.0366
C 0.26641 1.71356 -0.98829 -1.1088
N -0.89241 0.11202 1.24763 0.3328
N -0.59666 1.40079 1.18290 -0.9077
N 1.27543 -0.87967 0.91503 -0.5360
O -0.70355 -2.12305 1.02928 -0.5038
H -0.10996 -2.80136 0.68337 0.3710
H -1.88750 -0.08445 1.23073 0.2875
H 0.38987 1.47859 1.42473 0.2900
H 1.58679 -0.85603 1.88148 0.2338
H 1.68944 -0.13620 0.36814 0.3048
H 0.19567 -0.28763 -2.19039 0.3851
H -0.31480 -1.67234 -1.29494 0.3290
H -1.43140 -0.29148 -1.38000 0.2854
H 1.13406 1.41006 -1.56528 0.3952
H -0.61832 1.91400 -1.57944 0.2680
H 0.52491 2.59420 -0.41352 0.3881
```

Computed properties:
largest force on an atom = 1.63 eV/Å
2S+1 = 1
net charge = 0
HOMO level (spin up / spin down) = -7.95 / -7.95 eV
energy = -9801.0357 eV
frontier orbital gap (spin up / spin down) = 8.5 / 8.5 eV